[1]
C6H12 | ωB97M-V/def2-TZVPD

Summary:
* max |F|: 0.0631 Eh/bohr
* energy above the lowest of the compared OMol25 structures with the same formula, charge and spin: 4.7308 eV
* E_HOMO: -8.75 eV
* lowest unoccupied orbital energy: 1.080 eV
* 2S+1: 1
* orbital gap: 9.829 eV

Last column: Mulliken charge in e.
Cartesian coordinates (Å):
C (-0.82, -1.01, 0.94)  -0.71
C (-1.16, 0.46, 1.08)  -0.50
C (-0.17, 1.35, 0.25)  -0.14
C (1.31, 1.03, 0.36)  -0.47
C (0.56, 0.76, -0.91)  -0.39
C (0.42, -1.16, -1.50)  -1.09
H (-1.64, -1.65, 0.60)  0.39
H (-0.14, -1.03, -0.02)  -0.13
H (-0.32, -1.45, 1.81)  0.28
H (-1.08, 0.84, 2.11)  0.31
H (-2.17, 0.68, 0.72)  0.31
H (-0.51, 2.39, 0.26)  0.34
H (1.50, 0.13, 0.94)  0.21
H (2.08, 1.79, 0.49)  0.29
H (0.73, 1.25, -1.87)  0.34
H (1.47, -1.21, -1.71)  0.31
H (-0.22, -0.95, -2.34)  0.32
H (0.14, -2.23, -1.23)  0.34

=====

[2]
C27H19FeN5O2S2 | ωB97M-V/def2-TZVPD

Summary:
* max |F|: 0.0293 Eh/bohr
* E_HOMO (alpha / beta): -6.89 / -7.02 eV
* lowest unoccupied orbital energy (alpha / beta): -1.006 / -1.186 eV
* 2S+1: 5
* orbital gap (alpha / beta): 5.887 / 5.831 eV

Last column: Mulliken charge in e.
Cartesian coordinates (Å):
Fe (-0.22, -0.56, 0.47)  0.69
C (-2.31, 3.50, 0.88)  -0.73
O (-1.58, 3.16, 2.08)  -0.43
C (-0.74, 2.19, 1.71)  0.11
N (-0.68, 1.86, 0.50)  -0.18
C (-1.53, 2.78, -0.24)  0.16
C (-2.39, 2.14, -1.31)  0.20
C (-2.14, 0.86, -1.77)  0.30
C (-2.93, 0.32, -2.77)  -0.84
C (-3.95, 1.06, -3.34)  -0.50
C (-4.19, 2.35, -2.89)  -0.65
C (-3.41, 2.88, -1.88)  -0.52
C (0.18, 1.55, 2.69)  0.28
C (0.44, 1.99, 3.97)  -0.56
C (1.47, 1.36, 4.67)  -0.43
C (2.21, 0.36, 4.06)  -0.59
C (1.85, -0.01, 2.77)  0.12
N (0.84, 0.54, 2.12)  0.02
C (2.58, -0.96, 1.88)  0.15
N (2.01, -1.39, 0.85)  -0.03
C (2.99, -2.14, 0.06)  0.38
C (4.29, -1.92, 0.87)  -0.59
O (3.87, -1.25, 2.08)  -0.44
C (3.02, -1.63, -1.37)  -0.11
C (1.85, -1.14, -1.94)  0.28
C (1.86, -0.63, -3.23)  -0.92
C (3.04, -0.62, -3.96)  -0.48
C (4.19, -1.15, -3.41)  -0.71
C (4.18, -1.67, -2.13)  -0.64
H (-2.31, 4.59, 0.80)  0.33
H (-3.32, 3.13, 0.99)  0.43
H (-0.86, 3.48, -0.74)  0.42
H (-1.34, 0.28, -1.38)  0.01
H (-2.73, -0.69, -3.12)  0.48
H (-4.56, 0.63, -4.12)  0.40
H (-4.98, 2.94, -3.34)  0.38
H (-3.61, 3.90, -1.53)  0.38
H (-0.12, 2.81, 4.41)  0.53
H (1.72, 1.66, 5.68)  0.44
H (3.06, -0.11, 4.54)  0.49
H (2.70, -3.19, 0.07)  0.42
H (4.99, -1.26, 0.37)  0.48
H (4.79, -2.84, 1.16)  0.28
H (0.92, -1.20, -1.41)  0.47
H (0.94, -0.24, -3.66)  0.48
H (3.06, -0.20, -4.96)  0.40
H (5.11, -1.17, -3.99)  0.38
H (5.09, -2.09, -1.71)  0.45
S (-2.21, -0.64, 1.63)  -0.35
C (-2.87, -2.23, 1.47)  0.30
C (-4.23, -2.38, 1.89)  -0.12
N (-5.34, -2.46, 2.17)  -0.50
C (-2.18, -3.26, 0.95)  0.63
S (-0.64, -3.07, 0.21)  -0.38
C (-2.72, -4.58, 1.03)  -0.10
N (-3.15, -5.64, 1.14)  -0.47

=====

[3]
C29H72N5O12 | ωB97M-V/def2-TZVPD

Summary:
* max |F|: 0.2918 Eh/bohr
* energy above the lowest of the compared OMol25 structures with the same formula, charge and spin: 37.0551 eV
* E_HOMO: -3.27 eV
* charge: -1
* lowest unoccupied orbital energy: 2.626 eV
* 2S+1: 1
* orbital gap: 5.892 eV

Last column: Mulliken charge in e.
Cartesian coordinates (Å):
O (-0.02, 1.80, -0.15)  -1.14
C (-0.78, 0.77, -0.37)  -1.65
O (-1.99, 0.85, -0.53)  0.21
O (-0.34, -0.36, -0.49)  -0.02
H (-0.74, 2.44, -0.24)  0.13
C (-3.82, 2.05, -2.31)  -0.86
O (-3.29, 0.71, -2.37)  -0.26
C (-2.65, 0.45, -3.62)  -1.18
C (-1.11, 0.47, -3.40)  0.35
N (-0.78, -0.70, -2.62)  -0.14
C (0.64, -0.75, -2.36)  1.13
C (1.34, -1.40, -3.52)  -1.47
O (0.85, -2.77, -3.72)  -0.08
C (1.28, -3.33, -4.92)  -1.17
H (-4.11, 2.31, -1.30)  0.12
H (-4.72, 2.16, -2.93)  0.35
H (-3.07, 2.78, -2.59)  0.43
H (-2.93, 1.13, -4.42)  0.47
H (-2.96, -0.51, -4.04)  0.40
H (-0.88, 1.36, -2.81)  -0.71
H (-0.62, 0.50, -4.37)  0.66
H (-0.81, -1.49, -3.26)  0.93
H (0.75, -1.49, -1.57)  -0.27
H (1.05, 0.21, -2.05)  0.21
H (2.43, -1.37, -3.42)  0.69
H (1.21, -0.80, -4.42)  0.01
H (0.65, -2.89, -5.69)  0.43
H (1.17, -4.41, -4.88)  0.23
H (2.32, -3.11, -5.15)  0.33
C (-1.03, -4.21, -3.13)  -1.23
O (-0.87, -3.19, -2.19)  0.18
C (-0.34, -3.81, -0.97)  -1.12
C (-0.11, -2.79, 0.14)  0.22
N (-1.35, -2.34, 0.77)  -0.46
C (-1.04, -1.61, 1.98)  0.07
C (-2.33, -0.93, 2.54)  -1.25
O (-2.81, -0.04, 1.51)  -0.25
C (-3.84, 0.79, 1.95)  -1.08
H (-0.30, -5.02, -3.06)  0.41
H (-0.75, -3.73, -4.07)  0.41
H (-2.07, -4.56, -3.14)  0.23
H (0.66, -4.21, -1.11)  0.49
H (-0.94, -4.67, -0.67)  0.41
H (0.46, -1.94, -0.24)  -0.33
H (0.49, -3.35, 0.87)  0.41
H (-1.85, -3.17, 1.05)  0.45
H (-0.29, -0.89, 1.66)  -2.45
H (-0.55, -2.15, 2.79)  1.53
H (-2.01, -0.39, 3.43)  0.13
H (-3.14, -1.58, 2.89)  0.57
H (-3.57, 1.41, 2.80)  0.40
H (-4.72, 0.27, 2.33)  0.41
H (-4.15, 1.50, 1.18)  0.05
C (-0.71, -3.47, 7.57)  -0.74
O (0.16, -2.93, 6.54)  -0.32
C (-0.16, -1.58, 6.33)  -0.80
C (0.56, -1.07, 5.07)  -0.08
N (0.22, 0.27, 4.73)  -0.34
C (0.84, 0.63, 3.47)  -0.89
C (0.52, 2.07, 3.12)  -1.08
O (-0.76, 2.36, 2.67)  -0.48
C (-1.14, 1.77, 1.42)  0.66
H (-0.58, -4.55, 7.66)  0.26
H (-1.78, -3.37, 7.36)  0.30
H (-0.41, -2.95, 8.48)  0.30
H (0.14, -1.04, 7.23)  0.43
H (-1.23, -1.40, 6.20)  0.37
H (0.50, -1.78, 4.24)  0.18
H (1.61, -1.08, 5.36)  0.28
H (-0.76, 0.50, 4.72)  0.48
H (0.59, -0.01, 2.63)  0.29
H (1.91, 0.47, 3.56)  0.95
H (1.27, 2.33, 2.38)  0.09
H (0.81, 2.72, 3.94)  0.58
H (-0.40, 2.09, 0.68)  0.33
H (-2.16, 2.09, 1.26)  -0.13
H (-1.02, 0.68, 1.46)  1.18
C (2.40, 1.50, -5.08)  -0.85
O (2.20, 2.35, -3.89)  -0.41
C (2.57, 1.65, -2.70)  0.56
C (2.30, 2.63, -1.54)  -0.86
N (0.84, 2.99, -1.49)  -0.08
C (0.73, 4.14, -0.61)  -0.34
C (-0.62, 4.72, -0.46)  -0.92
O (-1.56, 3.72, -0.09)  0.32
C (-2.91, 4.07, -0.35)  -0.87
H (3.44, 1.53, -5.40)  0.39
H (1.93, 1.88, -5.99)  0.29
H (2.11, 0.46, -4.98)  0.34
H (3.65, 1.50, -2.73)  0.55
H (2.05, 0.70, -2.56)  -0.53
H (2.88, 3.55, -1.64)  0.81
H (2.63, 2.01, -0.71)  -0.31
H (0.21, 2.36, -1.02)  0.30
H (1.48, 4.91, -0.82)  0.48
H (0.98, 3.81, 0.40)  0.12
H (-0.96, 5.32, -1.31)  0.50
H (-0.58, 5.41, 0.38)  0.42
H (-2.98, 4.51, -1.34)  0.47
H (-3.28, 4.77, 0.40)  0.24
H (-3.57, 3.20, -0.30)  -0.09
C (1.42, 0.51, 1.53)  -0.45
C (2.26, 0.43, 0.25)  1.10
C (2.98, -0.95, 0.05)  -1.40
O (3.96, -1.19, 1.00)  -0.46
C (4.44, -2.53, 1.13)  -0.84
N (1.47, 0.69, -0.95)  -0.63
H (2.13, 0.22, 2.31)  1.63
H (0.62, -0.23, 1.64)  0.02
H (1.03, 1.51, 1.71)  -0.87
H (3.02, 1.20, 0.25)  0.64
H (3.36, -1.09, -0.96)  0.59
H (2.25, -1.74, 0.20)  0.45
H (4.56, -2.98, 0.15)  0.33
H (3.77, -3.13, 1.74)  0.25
H (5.42, -2.49, 1.61)  0.31
H (0.84, -0.10, -1.00)  -0.93
H (0.85, 1.44, -0.66)  0.57

=====

[4]
C2H7N4S | ωB97M-V/def2-TZVPD

Summary:
* max |F|: 0.1468 Eh/bohr
* energy above the lowest of the compared OMol25 structures with the same formula, charge and spin: 4.6442 eV
* E_HOMO: -11.45 eV
* charge: +1
* lowest unoccupied orbital energy: -3.255 eV
* 2S+1: 1
* orbital gap: 8.199 eV

Last column: Mulliken charge in e.
Cartesian coordinates (Å):
C (-0.88, 1.97, 4.12)  -0.06
C (-2.48, 0.02, -1.60)  -0.11
N (-1.32, 2.05, 3.02)  -0.07
N (-1.48, -0.49, -1.25)  0.25
N (2.20, -0.37, -1.01)  -0.83
N (-0.40, -0.84, -0.77)  -0.61
S (-2.03, 1.75, 1.73)  -0.22
H (-0.67, 2.33, 5.07)  0.36
H (-3.34, 0.36, -2.05)  0.54
H (2.55, -0.07, -1.90)  0.29
H (2.45, 0.31, -0.29)  0.33
H (-0.32, -1.46, 0.05)  0.25
H (2.59, -1.35, -0.58)  0.37
H (0.80, -0.53, -0.98)  0.51

=====

Question: Which of these has the highest max |F|?
Answer: C29H72N5O12

=====

Question: Look up the max |F| of the fourth one.
Answer: 0.1468 Eh/bohr

=====

Question: What is the formula in the fourth record?
Answer: C2H7N4S